(1)
Molecular formula: C14H14O2
Method: DFT, the ωB97M-V functional and the def2-TZVPD basis

```
! RIJCOSX wB97M-V def2-TZVPD def2/J DEFGRID3
* xyz 0 1
C 2.5011 -1.0755 1.3903
C 2.5127 0.4673 0.8569
C 1.8210 0.5782 -0.5950
C 1.5971 2.0931 -1.1056
C 0.5179 -0.3425 -0.6551
C 0.6351 -1.7470 -1.3525
C -0.5626 -2.7417 -1.4530
C -1.9194 -2.2765 -0.7969
C -2.0314 -0.8790 -0.1095
C -0.8153 0.1151 -0.0137
C -1.0805 1.4793 0.7471
O -0.2355 2.1683 1.3709
C -2.6045 2.0222 0.7708
C -3.7086 1.1090 0.6824
C -3.4624 -0.4576 0.5097
O -4.3225 -1.3476 0.7896
H 3.1643 -1.1400 2.3378
H 2.9023 -1.8099 0.6099
H 1.4590 -1.4300 1.6927
H 2.0010 1.0780 1.6728
H 3.6208 0.7653 0.8000
H 2.5784 0.1084 -1.3362
H 2.3283 2.2953 -1.9723
H 0.5401 2.2120 -1.5578
H 1.7926 2.8865 -0.3074
H 1.6648 -2.0229 -1.7930
H -0.4194 -3.7441 -1.9686
H -2.8161 -2.9781 -0.8311
H -2.8634 3.1342 0.8912
H -4.7948 1.4803 0.7254
*
```

Results
* HOMO level: -9.1 eV
* SMILES string: CC[C@H](C)c1cccc2c1C(=O)C=CC2=O
* LUMO: -1.39 eV
* orbital gap: 7.7 eV
* total energy: -18833.68128 eV

---

(2)
Molecular formula: C5H10FP
Method: DFT, the ωB97M-V functional and the def2-TZVPD basis

```
! RIJCOSX wB97M-V def2-TZVPD def2/J DEFGRID3
* xyz 0 1
C 2.2216 0.3663 -1.0042
C -1.1433 1.1317 -0.7249
C -0.5078 -1.2936 -0.4280
C -0.5690 0.2256 1.6235
C -0.5206 0.1469 0.1243
F 3.8846 -1.2174 0.1330
P 2.4436 -0.4403 0.4530
H 1.5543 0.9958 -1.5536
H -0.6456 1.2265 -1.6795
H -2.1743 0.9555 -1.1027
H -1.1318 2.0304 -0.3504
H 0.3267 -1.5015 -1.1588
H -0.3530 -1.9084 0.5078
H -1.5386 -1.4190 -0.8431
H 0.1977 -0.3297 2.2105
H -0.6418 1.3181 1.9101
H -1.4028 -0.2869 1.8831
*
```

Results
* HOMO level (spin up / spin down): -9.3 / -7.7 eV
* LUMO (spin up / spin down): 0.17 / -1.02 eV
* orbital gap (spin up / spin down): 9.4 / 6.7 eV
* total energy: -17348.46448 eV

---

(3)
Molecular formula: C7H17FINOTa
Method: DFT, the ωB97M-V functional and the def2-TZVPD basis

```
! RIJCOSX wB97M-V def2-TZVPD def2/J DEFGRID3
* xyz -1 1
N 3.4447 0.4642 0.6143
C 2.3143 -0.5086 0.5357
C 1.8169 -0.7996 -0.8965
C 1.2681 0.4230 -1.7186
C 1.0204 1.7492 -0.9612
C -0.0523 1.7819 0.2020
Ta -1.8356 0.3685 0.1174
F -1.9838 0.5057 2.1956
C -3.5790 -1.1798 0.1938
C -3.3410 -2.1171 1.3658
O -3.8516 -1.9667 2.3984
I -1.9698 -3.8168 1.2125
H 3.1371 1.1879 1.2678
H 4.1896 -0.0015 1.1334
H 2.7053 -1.4761 0.9307
H 1.4714 -0.2635 1.2117
H 2.6935 -1.2104 -1.4514
H 1.0726 -1.6196 -0.9061
H 0.3970 0.0709 -2.3070
H 2.0415 0.6460 -2.4912
H 1.9621 2.1755 -0.5559
H 0.6855 2.4931 -1.7212
H 0.4984 1.7016 1.1674
H -0.4801 2.8147 0.2087
H -0.7040 -1.0787 0.4017
H -1.7863 0.1859 -1.7043
H -3.0187 1.8038 -0.0515
H -4.4983 -0.5936 0.3689
H -3.6177 -1.7398 -0.7612
*
```

Results
* HOMO level: -5.2 eV
* LUMO: 2.73 eV
* orbital gap: 7.9 eV
* total energy: -23439.91603 eV

---

(4)
Molecular formula: C17H37N3O7
Method: DFT, the ωB97M-V functional and the def2-TZVPD basis

```
! RIJCOSX wB97M-V def2-TZVPD def2/J DEFGRID3
* xyz 0 1
C -3.3089 4.8530 4.7487
C -2.1968 3.8285 5.2556
O -1.0534 3.9602 4.5053
C -0.9168 3.3470 3.3940
C 0.4028 3.5795 2.6763
O -1.7912 2.6108 2.9223
H -3.6983 4.3647 3.8554
H -3.0233 5.8764 4.5055
H -4.0512 4.8286 5.5466
H -1.9431 4.0237 6.2975
H -2.6207 2.8260 5.3150
H 0.6749 2.5952 2.2951
H 1.0677 4.0495 3.4009
H 0.2713 4.1997 1.7896
C 3.4984 -1.3773 0.9922
C 3.8872 -2.8979 1.2359
O 2.8099 -3.8319 0.9364
C 2.5180 -4.2244 -0.2429
C 1.1221 -4.8230 -0.3251
O 3.3287 -4.1671 -1.2041
H 3.5094 -1.2051 -0.0841
H 4.0922 -0.6555 1.5529
H 2.4496 -1.2162 1.2419
H 4.8512 -3.0566 0.7526
H 4.2775 -3.1503 2.2219
H 0.6841 -4.6392 -1.3061
H 0.4736 -4.4715 0.4774
H 1.3363 -5.8893 -0.3977
C 3.0581 4.3233 -6.7487
N 2.4546 3.5400 -5.6176
C 3.4102 2.5890 -5.0827
C 1.1839 3.5974 -5.0838
O 0.7979 2.7637 -4.2496
H 2.4022 5.0851 -7.1703
H 3.5077 3.6463 -7.4751
H 3.9210 4.8704 -6.3691
H 3.1723 2.2211 -4.0846
H 3.6398 1.6531 -5.5921
H 4.3982 3.0485 -5.0537
H 0.5095 4.3594 -5.5043
C -2.9908 -3.9417 0.9569
N -4.2906 -4.5692 0.8509
C -5.2232 -4.4813 2.0997
C -4.7956 -5.1302 -0.3242
O -5.9154 -5.5560 -0.4607
H -2.5299 -4.4440 1.8073
H -3.1090 -2.8594 1.0091
H -2.4756 -4.1385 0.0167
H -5.0098 -3.4991 2.5216
H -6.2845 -4.6513 1.9187
H -5.0996 -5.2596 2.8527
H -4.0264 -5.0835 -1.1106
C 0.5794 1.5561 -0.8403
N 0.1432 0.2169 -0.3371
C 0.7009 -0.8733 -1.1144
C -0.8967 -0.0100 0.4963
O -1.5139 -1.0894 0.6345
H 0.4424 2.1838 0.0403
H 0.0245 1.8873 -1.7181
H 1.6595 1.4673 -0.9568
H 1.6971 -0.6700 -1.5074
H 0.9067 -1.6734 -0.4034
H -0.0187 -1.3614 -1.7716
H -1.0804 0.9450 1.0124
*
```

Results
* HOMO level: -8.7 eV
* SMILES string: CCOC(C)=O.CCOC(C)=O.CN(C)C=O.CN(C)C=O.CN(C)C=O
* LUMO: 0.49 eV
* orbital gap: 9.2 eV
* total energy: -37029.82868 eV

---

(5)
Molecular formula: C19H24Cl2NO2Si
Method: DFT, the ωB97M-V functional and the def2-TZVPD basis

```
! RIJCOSX wB97M-V def2-TZVPD def2/J DEFGRID3
* xyz -1 1
C -3.5045 -0.7238 2.2984
C -4.1908 -0.6226 0.8128
C -5.4175 0.4413 0.5874
C -6.1139 0.6002 -0.9227
C -5.5948 -0.2840 -2.2081
C -4.3742 -1.3577 -1.9968
C -3.6871 -1.5041 -0.4790
C -2.4195 -2.5932 -0.4100
N -1.5609 -2.2959 -1.6202
C -0.1627 -1.8477 -1.2562
C 0.6505 -1.6790 -2.7077
O 1.9601 -2.0365 -2.6976
O -0.0493 -1.1911 -3.9391
Si -0.0523 -0.1353 -0.3817
C -1.4950 1.0780 -0.7746
C 0.1596 -0.5152 1.5256
C 1.5912 0.8022 -0.9091
H -2.5562 -0.0153 2.4425
H -3.2663 -1.8443 2.5626
H -4.3124 -0.2969 3.0666
H -5.8319 1.1141 1.4807
H -6.9885 1.3796 -1.1478
H -6.0428 -0.1722 -3.2928
H -3.9789 -1.9865 -2.9099
H -2.8686 -3.6951 -0.5061
H -1.8586 -2.5676 0.6167
H -1.4925 -3.1962 -2.1805
H 0.3394 -2.6585 -0.5576
H -2.2233 0.6552 -1.5880
H -1.1182 2.1330 -1.1732
H -2.1597 1.2839 0.1946
H -0.7293 -1.1310 1.9775
H 0.4281 0.4472 2.1533
H 1.1116 -1.2319 1.5840
H 1.7789 1.5881 -0.0505
H 1.3287 1.4496 -1.8762
H 2.4860 0.0735 -1.1034
Cl 5.7768 1.3957 4.2895
C 5.9049 1.6649 2.5876
C 5.1263 0.9682 1.6560
Cl 3.9572 -0.2147 2.1237
C 5.2825 1.2246 0.2899
C 6.2090 2.1738 -0.1460
C 6.9805 2.8715 0.7823
C 6.8293 2.6173 2.1467
H 4.6838 0.6867 -0.4416
H 6.3282 2.3687 -1.2093
H 7.7004 3.6132 0.4441
H 7.4367 3.1655 2.8633
*
```

Results
* HOMO level: -4.3 eV
* LUMO: 2.38 eV
* orbital gap: 6.7 eV
* total energy: -58590.56353 eV

---

(6)
Molecular formula: C4H3N3
Method: DFT, the ωB97M-V functional and the def2-TZVPD basis

```
! RIJCOSX wB97M-V def2-TZVPD def2/J DEFGRID3
* xyz 0 1
N -2.4079 -2.1319 -1.1217
C -1.5773 -1.4583 -0.6754
C -0.5635 -0.5205 -0.2295
N -0.4357 0.5955 -0.8955
C 0.6108 1.2418 -0.3200
C 1.1927 0.5889 0.7188
N 0.3053 -0.6833 0.8042
H 0.8935 2.2224 -0.6861
H 1.7874 1.2129 1.4343
H 0.2173 -1.6270 1.2421
*
```

Results
* HOMO level: -9.8 eV
* SMILES string: N#Cc1ncc[nH]1
* LUMO: 0.47 eV
* orbital gap: 10.3 eV
* total energy: -8665.21239 eV

---

Q: What is the total energy in the sixth record?
A: -8665.21239 eV